{
  "formula": "C9H25IN2Sn",
  "method": "wB97M-V/def2-TZVPD",
  "species": ["C", "C", "H", "H", "H", "H", "H", "H", "Sn", "C", "H", "H", "H", "I", "C", "N", "C", "C", "C", "N", "C", "C", "H", "H", "H", "H", "H", "H", "H", "H", "H", "H", "H", "H", "H", "H", "H", "H"],
  "xyz": [[-0.693, -3.850, -1.543], [-1.541, -3.046, -2.476], [0.320, -4.011, -1.920], [-1.258, -4.718, -1.231], [-0.555, -3.329, -0.605], [-1.458, -1.972, -2.065], [-1.401, -2.972, -3.540], [-2.609, -3.195, -2.391], [-0.019, -0.241, -0.304], [-1.719, -0.883, 1.019], [-2.639, -0.751, 0.461], [-1.746, -0.312, 1.951], [-1.585, -1.944, 1.221], [1.692, -0.465, -2.533], [2.874, 0.035, 0.811], [1.491, 0.183, 1.314], [1.276, -0.809, 2.467], [1.065, 1.587, 1.667], [0.805, 2.456, 0.381], [-0.427, 2.006, -0.461], [-1.727, 2.354, 0.169], [-0.407, 2.447, -1.877], [3.125, -1.047, 0.744], [3.560, 0.523, 1.517], [3.013, 0.453, -0.174], [1.919, -0.473, 3.322], [0.197, -0.837, 2.790], [1.566, -1.843, 2.122], [0.123, 1.588, 2.271], [1.921, 2.058, 2.193], [0.600, 3.483, 0.730], [1.687, 2.501, -0.286], [-1.876, 3.443, 0.155], [-2.526, 1.900, -0.421], [-1.803, 2.018, 1.208], [0.479, 2.063, -2.391], [-1.310, 2.060, -2.360], [-0.412, 3.540, -1.934]],
  "forces_ev_per_a": [[0.1, -0.4, 0.0], [-0.9, 3.3, 1.0], [-0.3, -0.5, 0.0], [0.5, -0.9, -0.2], [0.1, 0.5, 0.2], [0.0, -1.1, -1.1], [0.9, -0.4, -0.4], [-0.4, -0.6, 0.4], [-2.1, -2.5, -0.5], [0.1, 0.9, 1.0], [-0.3, 0.1, -0.1], [-0.5, -0.2, 0.4], [0.1, -0.1, 0.1], [2.2, 0.0, -2.5], [0.3, -0.2, 0.8], [-1.0, -0.5, 1.4], [0.0, 0.5, -0.1], [0.5, 0.1, -1.0], [-1.0, 0.2, -0.3], [1.0, 0.3, 1.5], [0.4, 0.4, -0.1], [0.2, 0.3, 0.3], [-0.3, 0.8, 0.0], [0.0, -0.2, 0.0], [-0.2, 0.2, -0.2], [-0.5, -0.5, -0.6], [1.1, 0.2, -0.5], [-0.2, 1.2, 0.3], [1.0, -0.3, -0.3], [-0.7, 0.0, 0.1], [0.2, -0.2, -0.1], [-0.5, -0.3, 0.3], [0.0, -0.1, 0.0], [0.1, -0.1, 0.2], [0.1, -0.1, -0.3], [-0.2, -0.1, 0.2], [0.2, 0.0, 0.0], [-0.1, 0.0, 0.1]],
  "nbo_charge": [-0.6161, -0.6166, 0.2221, 0.2030, 0.1989, 0.2002, 0.2175, 0.1955, 1.2029, -1.3397, 0.2181, 0.1779, 0.2200, -0.6871, -0.4391, -0.5736, -0.4270, -0.2516, -0.2535, -0.5539, -0.4198, -0.4355, 0.2352, 0.1855, 0.2535, 0.2017, 0.2370, 0.2312, 0.2315, 0.2182, 0.2132, 0.2437, 0.1932, 0.2256, 0.2157, 0.2624, 0.2208, 0.1890],
  "relative_energy_ev": 1.532,
  "total_energy_ev": -26647.80564,
  "orbital_gap_ev": 5.022,
  "charge": 0,
  "e_homo_ev": -4.738
}



{
  "formula": "C9H25N4",
  "method": "wB97M-V/def2-TZVPD",
  "species": ["C", "C", "C", "C", "C", "C", "C", "C", "C", "N", "N", "N", "N", "H", "H", "H", "H", "H", "H", "H", "H", "H", "H", "H", "H", "H", "H", "H", "H", "H", "H", "H", "H", "H", "H", "H", "H", "H"],
  "xyz": [[-0.972, -1.959, -2.600], [1.999, -2.574, -1.542], [-1.089, -0.661, 1.589], [-0.864, 2.242, 2.965], [-2.056, 2.336, 0.848], [1.118, 1.518, -0.554], [-0.150, -0.682, -2.339], [1.944, -1.178, -1.011], [0.027, 0.284, 1.183], [1.244, 0.126, 1.859], [-0.757, 2.183, 1.564], [0.170, 0.447, -0.253], [0.485, -0.648, -1.014], [-1.225, -2.457, -1.687], [-1.955, -1.685, -3.102], [-0.537, -2.724, -3.246], [1.620, -3.198, -0.756], [1.343, -2.706, -2.493], [3.036, -2.732, -1.833], [-1.917, -0.403, 0.838], [-0.678, -1.675, 1.488], [-1.454, -0.502, 2.624], [-1.768, 1.740, 3.194], [0.041, 1.873, 3.487], [-1.171, 3.291, 3.230], [-1.788, 2.289, -0.171], [-2.792, 1.483, 1.083], [-2.420, 3.273, 1.040], [0.879, 2.341, 0.290], [2.134, 1.141, -0.335], [0.901, 1.989, -1.477], [-0.773, 0.230, -2.522], [0.664, -0.788, -3.067], [2.563, -0.366, -1.548], [2.278, -1.212, -0.026], [1.084, 0.194, 2.850], [1.964, 0.628, 1.544], [0.124, -1.412, -0.348]],
  "forces_ev_per_a": [[-1.9, 0.6, -0.8], [-1.0, 0.6, -2.5], [-0.3, 1.1, -1.3], [-0.7, 1.2, 0.2], [1.8, -3.9, 1.1], [-0.3, 1.7, 3.7], [-0.4, -0.6, -2.0], [0.4, 2.6, -2.6], [-1.4, 2.3, 0.4], [-4.2, -2.5, 1.4], [1.5, -2.4, -2.4], [0.0, 3.5, 0.7], [0.3, -4.7, 2.6], [-0.3, -0.3, 0.7], [1.2, -0.3, 0.7], [0.4, 0.4, 0.1], [0.1, -0.9, 0.1], [1.4, 0.1, 1.7], [-0.1, -0.6, 0.3], [0.9, -0.9, 1.3], [-0.6, -0.1, 0.1], [0.4, -0.1, -0.6], [-0.9, -1.3, 1.4], [-0.6, 0.5, -0.1], [1.0, -0.6, 0.1], [-0.1, -0.1, -1.4], [0.7, 1.4, -0.1], [-1.3, 2.3, 0.7], [0.4, -1.7, -1.9], [-0.2, 0.8, -0.9], [0.4, 0.1, -1.2], [0.9, -0.7, 0.5], [-0.1, 0.9, 0.2], [-0.9, -1.7, 0.4], [0.3, 0.3, 1.9], [0.5, -0.1, 0.3], [3.3, 2.7, -1.2], [-0.3, 0.7, -1.8]],
  "nbo_charge": [-0.6358, -0.6412, -0.7047, -0.4459, -0.4285, -0.4998, -0.2465, -0.2316, 0.5060, -0.8529, -0.4499, -0.3385, -0.2269, 0.2133, 0.2518, 0.2347, 0.2226, 0.2241, 0.2624, 0.2472, 0.2134, 0.2662, 0.1637, 0.1911, 0.2250, 0.1986, 0.1627, 0.2142, 0.3116, 0.1749, 0.2311, 0.2633, 0.2309, 0.2312, 0.2292, 0.3988, 0.3782, 0.4560],
  "relative_energy_ev": 2.130,
  "total_energy_ev": -15687.60934,
  "orbital_gap_ev": 8.657,
  "charge": 1,
  "e_homo_ev": -11.082
}



{
  "formula": "C9H25NO4",
  "method": "wB97M-V/def2-TZVPD",
  "species": ["C", "C", "C", "C", "C", "C", "C", "C", "C", "N", "O", "H", "H", "H", "H", "H", "H", "H", "H", "H", "H", "H", "H", "H", "H", "H", "H", "H", "H", "H", "O", "H", "H", "O", "H", "H", "O", "H", "H"],
  "xyz": [[3.044, 0.418, -0.806], [1.662, 0.627, -0.242], [1.786, 1.469, 0.996], [0.706, 1.388, -1.152], [0.117, 0.541, -2.334], [-0.620, -0.614, -1.715], [0.253, -1.420, -0.760], [-0.743, -2.330, -0.062], [1.313, -2.258, -1.591], [0.945, -0.598, 0.267], [1.511, -1.384, 1.201], [3.118, -0.664, -0.916], [3.178, 0.972, -1.736], [3.882, 0.637, -0.145], [0.860, 1.882, 1.396], [2.402, 1.147, 1.836], [2.357, 2.371, 0.775], [-0.162, 1.728, -0.588], [1.220, 2.247, -1.583], [-0.466, 1.234, -2.940], [0.946, 0.261, -2.984], [-0.994, -1.286, -2.488], [-1.501, -0.235, -1.197], [-1.238, -3.109, -0.643], [-1.524, -1.797, 0.480], [-0.380, -3.015, 0.704], [1.747, -1.750, -2.452], [0.745, -3.082, -2.024], [2.205, -2.663, -1.113], [2.305, -1.717, 0.777], [-2.461, 0.765, 1.120], [-2.525, 0.927, 2.061], [-1.750, 0.131, 1.033], [-2.933, 0.703, 4.226], [-2.343, -0.043, 4.118], [-3.766, 0.314, 4.491], [-4.474, 2.701, 1.678], [-3.831, 2.111, 1.285], [-4.596, 3.392, 1.028]],
  "forces_ev_per_a": [[0.4, -1.2, -0.3], [-0.8, 0.0, 2.5], [0.8, 2.2, 1.1], [-0.6, -0.8, -1.4], [1.2, 1.3, 0.8], [0.2, 0.4, -0.7], [1.2, -1.0, 0.0], [-0.3, -1.6, 1.4], [-0.9, -0.1, -0.6], [-3.3, 1.8, -2.7], [1.4, -0.2, 0.9], [0.5, 0.0, -0.9], [0.1, -0.4, -0.1], [-0.3, 0.5, 0.2], [-0.3, -0.5, -0.1], [-0.3, -1.1, -0.1], [0.0, 0.4, -0.6], [0.2, 0.1, 0.2], [0.1, 0.1, 0.3], [-0.5, -0.3, 0.1], [0.0, -0.4, 0.0], [0.0, -0.2, 0.0], [0.0, 0.0, 0.2], [-0.1, 0.6, -1.0], [-0.1, 0.3, -0.3], [1.0, 0.4, 0.3], [-0.3, 0.5, 0.0], [0.2, -0.3, 0.0], [-0.4, -0.1, 0.7], [0.7, -0.7, 0.2], [-0.1, 0.1, -0.3], [-0.1, 0.1, 0.7], [0.4, -0.1, -0.2], [0.2, 0.2, -0.2], [0.2, -0.3, 0.1], [-0.3, 0.0, 0.0], [-0.3, 0.2, 0.3], [0.2, -0.2, -0.3], [-0.1, 0.2, -0.1]],
  "nbo_charge": [-0.6444, 0.0803, -0.6030, -0.3909, -0.4014, -0.4091, 0.1108, -0.6228, -0.6616, -0.1893, -0.5338, 0.2036, 0.2232, 0.2200, 0.2160, 0.2208, 0.2000, 0.2193, 0.2122, 0.2159, 0.1933, 0.2163, 0.2162, 0.2184, 0.2024, 0.2262, 0.2134, 0.2169, 0.2021, 0.4313, -0.9775, 0.4919, 0.4840, -0.9397, 0.4677, 0.4782, -0.9522, 0.4833, 0.4623],
  "smiles": "CC1(C)CCCC(C)(C)N1O.O.O.O",
  "relative_energy_ev": 0.963,
  "total_energy_ev": -19416.61410,
  "orbital_gap_ev": 9.095,
  "charge": 0,
  "e_homo_ev": -8.558
}